64
Properties=species:S:1:pos:R:3:forces:R:3 method="wB97M-V/def2-TZVPD" de_lowest_kj_mol=719.6 e_tot_ev=-42162.0327 homo_ev=-6.14
C 2.56778 4.86226 0.72593 -0.3 0.3 0.1
N 2.32202 3.45191 0.52751 0.5 -0.3 -0.1
C 3.32572 2.56865 0.24908 1.0 0.6 -0.4
O 4.50452 2.86496 0.06975 -1.6 -0.6 0.4
C 2.69296 1.17903 0.16750 0.7 0.1 -0.5
C 3.24227 0.21110 1.22546 -0.1 -0.1 0.4
C 4.72741 -0.05042 1.06167 0.1 -0.1 0.0
C 5.62287 0.28698 2.08426 0.0 0.1 -0.4
C 6.99967 0.14634 1.88425 -0.2 -0.3 -0.2
C 7.47351 -0.39196 0.67760 -0.3 0.1 0.0
C 6.57517 -0.76255 -0.33422 -0.2 0.0 0.3
C 5.19900 -0.60138 -0.13466 0.3 0.2 0.2
N 1.26138 1.47047 0.32101 -1.1 -1.7 -0.1
C 0.34431 0.48647 0.24143 0.9 0.8 0.0
C -1.01909 0.71474 0.39099 -1.2 0.2 0.1
C -2.04639 -0.21124 0.25938 1.0 0.2 0.2
C -3.42208 0.12231 0.51958 -1.2 0.6 0.2
C -4.42149 -0.88824 0.49624 0.6 0.0 -0.1
C -5.76041 -0.59196 0.72469 -0.1 0.5 0.1
C -6.16055 0.73231 0.97649 0.5 -0.4 -0.2
C -5.19632 1.74883 1.02206 0.4 -0.1 0.0
C -3.84949 1.45461 0.81209 -0.1 -0.4 -0.1
C 0.97603 2.89609 0.57931 0.0 0.9 0.3
C 0.38055 3.16695 1.97234 0.1 -0.3 0.1
C 0.10948 3.57525 -0.49564 0.1 -0.2 -0.2
H 3.63809 5.06035 0.64959 -0.2 -0.2 0.0
H 2.03376 5.45281 -0.02771 0.2 0.0 0.1
H 2.21225 5.16778 1.71702 0.2 0.0 -0.2
H 2.90052 0.76113 -0.83584 -0.2 0.3 0.4
H 3.04540 0.63691 2.22369 0.0 -0.2 -0.3
H 2.67437 -0.73052 1.13844 0.2 0.2 0.1
H 5.22463 0.69884 3.01652 0.2 -0.1 -0.3
H 7.69500 0.45756 2.66938 -0.2 -0.2 -0.3
H 8.54599 -0.51426 0.51981 -0.3 0.1 0.0
H 6.93227 -1.17822 -1.28056 0.0 0.1 0.4
H 4.47671 -0.87523 -0.91013 0.4 0.0 0.2
H 0.73615 -0.52402 0.07173 -0.2 0.4 -0.1
H -1.30006 1.73493 0.63970 0.0 -0.5 -0.1
H -1.82350 -1.23662 -0.04941 -0.2 -0.1 0.0
H -4.09297 -1.91110 0.29628 -0.1 0.2 -0.1
H -6.50273 -1.39138 0.70517 0.3 0.2 0.0
H -7.21199 0.97277 1.13471 0.3 -0.1 0.0
H -5.49240 2.78159 1.22385 0.1 -0.4 -0.1
H -3.11695 2.26450 0.87971 -0.4 -0.2 -0.1
H 1.07749 2.83280 2.75384 -0.2 0.1 -0.2
H 0.21297 4.24759 2.07574 0.0 -0.4 0.0
H -0.57263 2.65190 2.10730 0.2 0.2 0.1
H 0.61642 3.53334 -1.46919 -0.2 0.0 0.2
H -0.86702 3.09626 -0.58569 0.1 0.2 -0.1
H -0.04021 4.62542 -0.21038 0.0 -0.3 -0.1
O -2.28213 -3.11297 -0.95428 0.3 1.0 0.0
C -2.81884 -3.73349 -1.89417 -0.3 -1.9 -0.2
C -2.80256 -5.23236 -1.96919 -0.1 1.7 0.2
N -1.91234 -5.99980 -1.13843 0.4 -1.2 0.6
O -2.11156 -7.24604 -1.12389 0.6 1.7 0.2
O -0.99529 -5.46638 -0.48740 -1.3 -0.7 -1.1
C -3.75873 -5.92369 -2.71020 -0.3 0.2 -0.4
C -4.64813 -5.23845 -3.53520 0.1 -0.4 0.2
C -4.55010 -3.83858 -3.65750 0.5 0.1 0.2
C -3.61446 -3.11384 -2.94079 -0.2 -0.3 0.3
H -3.79106 -7.00925 -2.61138 0.0 0.4 -0.1
H -5.40036 -5.80403 -4.08590 0.2 0.2 0.1
H -5.23108 -3.30741 -4.32283 0.2 -0.1 0.0
H -3.53374 -2.03035 -3.04647 -0.1 -0.2 0.1